The following is a DFT calculation (ωB97M-V/def2-TZVPD) of 3 unconnected molecules or ions with the total composition C3H13NO3.

Positions of all 20 atoms, in Å:
1 C -2.23303 -0.40515 -1.39031
2 N -1.56004 -1.11789 -0.36003
3 C -0.40666 -0.51378 0.22882
4 O 0.28964 -1.22334 1.26012
5 C -1.31587 0.20069 -2.45990
6 H -2.85621 0.44611 -1.04397
7 H -2.99182 -0.99731 -1.90455
8 H -2.16427 -1.56230 0.31397
9 H -0.62699 0.47213 0.66406
10 H 0.34979 -0.24867 -0.51505
11 H -0.12639 -2.09021 1.25316
12 H -1.82655 0.66851 -3.30441
13 H -0.73847 -0.58692 -2.94762
14 H -0.72249 1.01223 -2.04294
15 H 3.40304 -1.25091 -0.83503
16 H 2.45591 -1.45486 0.29701
17 O 2.68378 -0.80030 -0.36854
18 H 2.54493 3.82016 4.67951
19 H 2.75243 2.58438 3.84949
20 O 3.08928 3.04743 4.62621

Values from the calculation:
E_HOMO = -8.702 eV
SMILES = CCNCO.O.O
energy above the lowest of the compared OMol25 structures with the same formula, charge and spin = 29.9 kcal per mole
LUMO energy = 0.7 eV
HOMO-LUMO gap = 9.41 eV
multiplicity = 1



The following is a DFT calculation (ωB97M-V/def2-TZVPD) of 2 unconnected molecules or ions with the total composition C3H3NO2S.

Positions of all 10 atoms, in Å:
1 C -1.09225 -1.41837 0.14226
2 C 0.93549 -0.62206 -0.53528
3 C 0.14294 0.53245 -0.02251
4 N -1.09573 -0.02838 0.28016
5 O -1.31481 2.11483 1.55340
6 O 0.05334 -1.76588 -0.33861
7 S -0.57447 0.88744 1.57103
8 H 1.05852 -0.73479 -1.65738
9 H 1.99880 -0.75461 -0.10292
10 H -0.11184 1.78937 -0.89014

Values from the calculation:
E_HOMO (alpha / beta) = -6.859 / -9.818 eV
energy above the lowest of the compared OMol25 structures with the same formula, charge and spin = 133.9 kcal per mole
LUMO energy (alpha / beta) = 0.4 / -2.0 eV
HOMO-LUMO gap (alpha / beta) = 7.30 / 7.86 eV
multiplicity = 3